[1]
# C7H8NS2

An isolated ion of composition C7H8NS2 and charge +1 at a distorted geometry (the ωB97M-V functional and the def2-TZVPD basis, OMol25).

Cartesian coordinates (Å):
C -0.7151 -2.7175 -1.2800
C 0.2101 -3.6611 -0.9648
C -0.4239 -1.4645 -0.7716
C 0.7875 -1.4739 -0.1182
C -0.4919 1.0755 0.1158
C -1.1886 2.4122 0.1205
C 1.5391 1.8142 1.3183
N 0.5850 0.8375 0.7501
S 1.5402 -3.0403 -0.0079
S -1.4269 -0.0574 -0.7630
H -1.5673 -2.9514 -1.9426
H 0.0570 -4.7810 -1.2546
H -1.2623 2.9157 -0.8496
H -2.2699 2.0947 0.2877
H -0.7331 2.9816 0.9496
H 1.9504 1.4945 2.3098
H 2.4057 1.8353 0.5012
H 1.0039 2.6858 1.5993

Cartesian forces (eV/Å) of the 2 atoms listed first:
C -0.734 -1.632 -1.439
C -0.419 -1.854 -0.060

Summary:
HOMO (spin up / spin down): -13.10 / -13.13 eV
F_max: 3.48 eV Å⁻¹
Total charge: +1

[2]
# C7H8O

One molecule with the formula C7H8O at a distorted geometry (the ωB97M-V functional and the def2-TZVPD basis, OMol25).

Cartesian coordinates (Å):
C 2.0664 1.2290 1.1730
O 1.2135 0.1380 1.4085
C 0.2519 -0.1275 0.4046
C -0.7138 -0.9511 0.8527
C -1.7232 -1.3378 0.0200
C -1.7712 -0.8556 -1.2974
C -0.8129 -0.0297 -1.7304
C 0.2211 0.3851 -0.8078
H 2.7367 0.9419 0.5236
H 1.5635 2.0655 1.0602
H 2.7578 1.6376 1.9444
H -0.7571 -1.3962 1.8148
H -2.5743 -1.8219 0.4518
H -2.6638 -1.0838 -2.1292
H -0.7201 0.2159 -2.6782
H 0.9255 0.9907 -1.0106

Cartesian forces (eV/Å) of the 2 atoms listed first:
C 0.224 -1.547 3.949
O -0.572 -0.150 0.193

Summary:
HOMO: -8.91 eV
F_max: 6.88 eV Å⁻¹